1.
{"formula": "C5H13NO", "method": "the ωB97M-V functional and the def2-TZVPD basis", "elements": ["C", "N", "C", "C", "C", "C", "H", "H", "H", "H", "H", "H", "H", "H", "H", "H", "H", "H", "H", "O"], "positions_angstrom": [[-1.17465, 0.55388, 0.03322], [1.55994, 1.28903, 0.65782], [1.28357, 0.13323, -0.14946], [0.02977, -0.27581, -0.36123], [-0.29778, -1.60626, -0.97661], [2.45708, -0.71535, -0.52642], [-1.22812, 0.63854, 1.12088], [-2.13314, 0.10316, -0.19650], [-0.96226, 1.53489, -0.39071], [1.70741, 2.09246, 0.04739], [2.40789, 1.19124, 1.19848], [-0.41492, -2.32335, -0.14452], [0.40155, -2.15945, -1.59268], [-1.28265, -1.59707, -1.44151], [2.31824, -1.79180, -0.62097], [2.91670, -0.42838, -1.48615], [3.34129, -0.66670, 0.12188], [-3.24319, 1.41174, 2.29616], [-3.94264, 1.59102, 0.83183], [-3.74410, 1.02497, 1.57907]], "forces_ev_per_angstrom": [[1.1, -0.2, 0.7], [-0.3, 0.7, -0.8], [0.0, -1.1, 1.0], [0.0, -0.1, -0.5], [-0.5, -1.0, 0.8], [1.6, -0.5, -0.7], [0.3, 0.3, 0.0], [0.1, 0.1, -0.7], [-0.9, 0.2, 0.1], [-0.1, 0.0, 0.3], [0.1, -0.2, -0.1], [-0.2, 0.2, 0.1], [0.3, 0.7, -0.5], [0.1, 0.1, -0.3], [-0.6, 0.1, 0.1], [-0.4, 0.2, 0.0], [-0.4, 0.4, 0.5], [0.0, 0.7, -0.4], [0.4, 0.6, 0.5], [-0.7, -1.2, 0.1]], "max_force_ev_per_a": 1.8, "relative_energy_ev": 1.626, "smiles": "CC(C)=C(C)N.O"}


2.
{"formula": "C38H32BCo2NO6P", "method": "the ωB97M-V functional and the def2-TZVPD basis", "elements": ["C", "O", "C", "C", "C", "N", "B", "H", "C", "C", "H", "H", "H", "H", "H", "H", "H", "H", "H", "O", "C", "Co", "C", "O", "C", "O", "C", "C", "C", "C", "C", "C", "C", "C", "C", "Co", "C", "O", "C", "O", "P", "C", "C", "C", "C", "C", "C", "C", "C", "C", "C", "C", "C", "C", "C", "C", "C", "C", "C", "H", "H", "H", "H", "H", "H", "H", "H", "H", "H", "H", "H", "H", "H", "H", "H", "H", "H", "H", "H", "H", "H"], "positions_angstrom": [[8.90238, 3.42758, 3.44858], [7.79536, 4.18112, 3.98491], [6.54284, 3.87976, 3.57060], [5.46278, 4.63252, 4.08257], [4.18247, 4.35855, 3.66693], [3.89785, 3.37628, 2.76635], [2.43523, 3.05660, 2.26206], [2.48931, 2.05721, 1.49157], [4.93087, 2.64656, 2.28159], [6.24009, 2.86084, 2.64674], [9.76631, 3.87014, 3.93925], [8.83155, 2.36220, 3.69347], [8.98666, 3.53683, 2.36184], [5.66023, 5.43014, 4.79736], [3.33189, 4.92906, 4.05816], [1.71278, 2.73960, 3.18751], [1.98631, 3.99048, 1.62875], [4.66553, 1.86236, 1.57422], [7.00953, 2.23738, 2.19901], [2.05489, 1.82489, -2.38903], [1.15549, 1.20326, -2.00458], [-0.06072, 0.05468, -1.43848], [0.51891, -0.06386, 0.22342], [0.96962, -0.09150, 1.29393], [-1.22623, 1.40936, -1.38580], [-1.83899, 2.38977, -1.33457], [-0.39653, -1.30625, -2.59615], [0.91084, -1.28213, -2.10006], [2.16041, -1.82426, -2.22440], [3.14233, -1.90994, -1.16522], [4.51600, -1.70740, -1.46964], [5.41110, -1.44943, -0.44357], [4.97932, -1.45330, 0.89683], [3.66099, -1.82183, 1.20631], [2.76645, -2.11853, 0.18398], [-1.21195, -2.11065, -1.10751], [-0.89700, -2.58138, 0.53868], [-0.74332, -2.95474, 1.62832], [-1.56113, -3.52359, -2.05658], [-1.84453, -4.43567, -2.71745], [-3.11462, -1.28134, -0.99855], [-3.57361, -0.14102, 0.36114], [-4.88305, 0.32629, 0.52662], [-5.16041, 1.22102, 1.56238], [-4.15393, 1.61977, 2.45765], [-2.87003, 1.08904, 2.32960], [-2.58710, 0.22474, 1.27876], [-3.66985, -0.44200, -2.52704], [-4.18076, 0.85659, -2.52501], [-4.40300, 1.50789, -3.73590], [-4.21946, 0.83228, -4.94442], [-3.77283, -0.49133, -4.94555], [-3.46899, -1.12172, -3.73751], [-4.45183, -2.53839, -0.81378], [-5.47654, -2.72551, -1.75245], [-6.39226, -3.76702, -1.57743], [-6.31250, -4.60852, -0.46381], [-5.29530, -4.40532, 0.47935], [-4.37203, -3.37138, 0.31115], [-0.74023, -1.42411, -3.60993], [2.47182, -2.10686, -3.24079], [4.80342, -1.66995, -2.53033], [6.45444, -1.21759, -0.68331], [5.67671, -1.20990, 1.70055], [3.32746, -1.86032, 2.24710], [1.76059, -2.50661, 0.39194], [-5.67090, 0.03198, -0.17199], [-6.16761, 1.61662, 1.67586], [-4.36857, 2.33345, 3.25525], [-2.07787, 1.34700, 3.03630], [-1.57886, -0.17286, 1.16869], [-4.43251, 1.35318, -1.58879], [-4.72430, 2.54874, -3.72400], [-4.41681, 1.34101, -5.89108], [-3.62160, -1.03495, -5.87856], [-3.07449, -2.14036, -3.73963], [-5.56915, -2.07229, -2.62141], [-7.17194, -3.91916, -2.32389], [-7.02937, -5.42449, -0.33196], [-5.20789, -5.06073, 1.34321], [-3.58018, -3.21858, 1.05163]], "forces_ev_per_angstrom": [[-0.3, 0.2, 0.2], [-0.2, -0.3, -0.3], [-0.4, -0.4, -0.5], [0.7, -0.1, 0.0], [-0.4, -0.5, -0.4], [1.2, 0.1, 0.3], [-1.1, -1.2, -1.0], [0.3, 0.9, 0.7], [-0.8, 0.3, 0.2], [0.6, 0.4, 0.4], [0.0, -0.2, -0.1], [-0.1, 0.2, 0.1], [-0.1, 0.1, 0.2], [-0.1, -0.2, -0.2], [0.3, -0.4, -0.3], [0.3, 0.3, 0.2], [0.2, 0.2, 0.2], [-0.1, 0.2, 0.2], [-0.2, 0.1, 0.1], [-1.7, -0.9, 0.9], [2.2, 0.8, -1.4], [0.2, 3.4, 2.8], [0.9, 0.2, 3.0], [-1.1, 0.0, -2.1], [-2.1, 1.4, 0.0], [1.1, -1.3, -0.1], [0.8, -1.2, -2.2], [0.8, -3.0, -1.3], [-0.6, 0.0, -0.3], [0.6, 0.5, -0.1], [-0.6, 0.2, 0.3], [0.1, -0.1, 0.2], [-0.2, -0.1, -0.1], [0.4, 0.0, -0.2], [0.0, 0.0, -0.5], [0.1, 0.0, 0.0], [0.6, -1.1, 1.1], [-0.2, 0.4, -0.6], [0.3, -0.6, 0.0], [0.1, 0.8, 0.4], [-1.1, -0.2, -0.3], [-0.2, 0.0, 0.1], [0.2, 0.4, 0.4], [0.2, 0.0, 0.1], [0.0, -0.3, -0.2], [-0.2, 0.2, 0.1], [0.0, -0.1, 0.0], [-0.1, 0.2, 0.2], [-0.1, -0.2, -0.5], [-0.1, -0.1, -0.2], [0.1, 0.1, 0.0], [0.1, -0.1, 0.3], [-0.1, 0.4, -0.2], [-0.2, 0.2, 0.0], [0.0, -0.4, 0.4], [0.0, -0.1, 0.2], [0.2, 0.2, -0.1], [0.0, 0.2, -0.2], [-0.4, -0.3, -0.2], [0.0, 0.5, -0.3], [-0.2, -0.5, 0.4], [0.0, 0.1, 0.6], [-0.3, -0.1, 0.1], [-0.1, -0.1, -0.2], [0.2, -0.1, -0.3], [0.4, 0.5, -0.1], [0.2, 0.0, 0.3], [0.1, -0.1, 0.0], [0.0, -0.2, -0.2], [-0.3, 0.0, -0.2], [-0.5, 0.1, 0.0], [0.4, 0.0, -0.3], [0.0, -0.2, -0.1], [0.1, -0.1, 0.3], [-0.1, 0.2, 0.2], [-0.1, 0.3, 0.1], [0.1, -0.2, 0.3], [0.1, 0.0, 0.2], [0.3, 0.3, -0.1], [-0.1, 0.1, -0.1], [-0.2, -0.1, -0.3]], "max_force_ev_per_a": 4.4, "total_charge": -1, "relative_energy_ev": 0.000}


3.
{"formula": "C51H49Cl5N3O2PTi", "method": "the ωB97M-V functional and the def2-TZVPD basis", "elements": ["Ti", "C", "C", "C", "C", "C", "C", "C", "C", "N", "C", "O", "C", "C", "C", "C", "C", "N", "C", "O", "N", "C", "C", "C", "C", "C", "C", "C", "C", "H", "H", "H", "H", "H", "H", "H", "H", "H", "H", "H", "H", "H", "H", "H", "H", "H", "H", "H", "H", "H", "Cl", "C", "C", "C", "Cl", "C", "Cl", "C", "Cl", "C", "Cl", "C", "C", "C", "C", "C", "C", "C", "C", "H", "H", "H", "H", "H", "C", "C", "C", "C", "P", "C", "C", "C", "C", "C", "C", "C", "C", "C", "C", "H", "H", "H", "H", "H", "H", "H", "H", "H", "H", "H", "H", "H", "H", "H", "H", "H", "H", "H", "H", "H", "H", "H"], "positions_angstrom": [[0.75188, -1.46040, 1.82959], [0.23992, 1.97378, 4.05990], [-1.08737, 1.52428, 3.52247], [-2.22705, 1.81449, 4.21387], [-3.45822, 1.43794, 3.67510], [-3.49784, 0.75860, 2.48089], [-2.31019, 0.42630, 1.73335], [-2.46844, -0.10569, 0.31743], [-1.12449, 0.80827, 2.32332], [0.13125, 0.42995, 1.67943], [0.80623, 1.44022, 0.97270], [0.29664, 2.51804, 0.68821], [2.15440, 1.00065, 0.62966], [3.13243, 1.72646, 0.00986], [4.44834, 1.24125, -0.04892], [4.77473, 0.01658, 0.58102], [3.72435, -0.66501, 1.17572], [2.49180, -0.17459, 1.14308], [3.79574, -1.92691, 1.94368], [4.83519, -2.51118, 2.18199], [2.49146, -2.31038, 2.31913], [2.34107, -3.32344, 3.31292], [1.67067, -4.48584, 2.95759], [1.25679, -4.88939, 1.58353], [1.37045, -5.36045, 3.99401], [1.85405, -5.15194, 5.24665], [2.55272, -4.00235, 5.56513], [2.83509, -3.08285, 4.60650], [3.59946, -1.87356, 4.98549], [-0.00528, 2.61282, 4.95425], [0.72096, 2.60825, 3.31547], [0.94706, 1.17968, 4.31862], [-2.18974, 2.43369, 5.10953], [-4.38844, 1.53173, 4.23192], [-4.43767, 0.41524, 2.09081], [-3.21236, -0.91152, 0.23971], [-1.49856, -0.42034, -0.08041], [-2.82764, 0.74537, -0.26584], [2.96141, 2.72325, -0.35180], [5.20022, 1.80845, -0.57898], [5.82934, -0.24186, 0.63044], [0.32139, -4.40595, 1.34841], [1.09735, -5.95539, 1.55496], [1.98222, -4.55523, 0.82987], [0.63384, -6.17953, 3.85399], [1.59991, -5.90299, 6.02998], [2.81510, -3.81419, 6.59389], [3.58437, -1.81330, 6.07404], [3.24145, -0.93550, 4.60240], [4.67114, -1.86041, 4.77970], [0.20400, -1.44315, 4.76895], [-1.19762, -2.23644, 4.02303], [-1.07851, -2.51872, 2.66904], [-2.18699, -3.18215, 2.13694], [-2.12475, -3.82155, 0.53392], [-3.37350, -3.34230, 2.84381], [-4.83310, -3.81119, 2.04478], [-3.39751, -3.02985, 4.20729], [-4.83859, -3.16907, 5.10415], [-2.22077, -2.56314, 4.84969], [-2.17470, -2.11908, 6.49411], [0.73866, -2.03784, -0.14019], [1.30734, -2.20843, -1.20320], [2.15770, -2.24194, -2.33504], [3.56559, -2.37039, -2.18541], [4.40831, -2.42041, -3.25482], [3.87522, -2.37452, -4.55634], [2.52127, -2.33557, -4.72354], [1.66254, -2.27351, -3.64482], [3.97285, -2.47896, -1.14604], [5.46882, -2.44310, -3.09030], [4.55237, -2.44059, -5.43232], [2.05332, -2.37877, -5.64090], [0.63053, -2.22111, -3.84381], [-3.65382, 0.76003, -3.30033], [-2.41643, 1.15198, -4.07562], [-2.90393, 1.90446, -5.33419], [-1.59704, -0.06849, -4.47884], [-1.48626, 2.11211, -2.70871], [-2.33425, 3.71053, -2.46064], [-2.65157, 4.65557, -3.45005], [-3.24080, 5.85064, -3.10423], [-3.65615, 6.09261, -1.82261], [-3.34092, 5.16869, -0.85712], [-2.72061, 3.97074, -1.13982], [0.21189, 2.68490, -3.33250], [0.59315, 3.88853, -2.40112], [1.17582, 1.56878, -3.08723], [0.22740, 3.23018, -4.78696], [-4.41651, 0.27929, -3.94132], [-4.19610, 1.66819, -2.91634], [-3.46706, 0.13656, -2.37528], [-3.55219, 1.17191, -5.90651], [-2.04318, 2.06172, -5.93007], [-3.50595, 2.73652, -4.99691], [-2.22477, -0.68606, -5.10253], [-1.38309, -0.65041, -3.56905], [-0.67957, 0.24938, -4.99703], [-2.35057, 4.53420, -4.49897], [-3.39327, 6.56098, -3.86173], [-4.29603, 6.91506, -1.53557], [-3.61577, 5.33801, 0.18577], [-2.49934, 3.19397, -0.42860], [0.36029, 3.61506, -1.39769], [0.18905, 4.86252, -2.68397], [1.69227, 3.99741, -2.59647], [1.14088, 1.31531, -2.03502], [2.17555, 1.89252, -3.38040], [0.98546, 0.67380, -3.70214], [-0.52678, 3.98265, -5.03829], [0.06779, 2.37439, -5.46282], [1.21278, 3.70250, -4.93231]], "forces_ev_per_angstrom": [[0.4, 0.0, -0.2], [-0.4, 1.1, 0.8], [1.3, -0.4, 0.2], [-0.9, 0.6, -0.1], [-0.2, -0.8, 0.2], [1.2, -0.6, -0.8], [-2.0, 0.7, 0.6], [0.3, 0.2, 0.8], [0.5, -0.6, -1.1], [0.2, 0.4, 0.3], [-2.8, 0.0, 0.4], [1.1, -0.9, 0.2], [1.8, -0.6, 0.2], [1.3, 0.8, -0.4], [-0.7, -1.1, 0.5], [0.0, 1.6, -0.6], [-0.1, 0.8, -0.5], [-0.8, -0.4, 0.3], [-0.8, -1.1, 0.5], [-0.6, 0.3, -0.1], [0.8, 0.3, 0.0], [0.6, 0.1, -0.9], [0.0, -0.4, 0.7], [0.3, 0.9, -0.2], [-1.0, -0.9, -0.3], [-0.7, -0.9, 1.7], [0.0, -0.8, 0.7], [0.0, 0.2, -0.9], [0.7, 0.4, 1.1], [0.7, -0.7, -0.7], [0.1, 0.1, 0.1], [-0.3, 0.0, 0.1], [0.1, -0.3, -0.1], [0.2, 0.4, -0.1], [-0.4, 0.0, -0.2], [0.3, 0.1, 0.1], [-0.3, -0.1, -0.1], [0.1, -0.2, -0.2], [-0.4, 0.2, -0.3], [0.1, 0.1, 0.2], [-0.4, -0.6, 0.1], [-0.4, 0.1, -0.4], [0.1, -0.3, -0.2], [-0.2, -0.3, 0.1], [0.9, 0.3, -0.2], [0.3, 0.8, -0.5], [0.3, 0.0, 0.1], [-0.2, 0.2, 0.1], [-0.5, 0.4, -0.4], [0.0, -0.5, -0.5], [-0.2, 0.2, -0.5], [1.8, 0.2, -0.4], [0.1, 0.2, -0.1], [0.5, 0.3, -0.3], [0.0, 0.1, -0.3], [-0.2, 0.2, 0.6], [0.2, -0.1, 0.2], [0.7, 0.1, 0.2], [-0.3, -0.1, 0.2], [-1.9, 0.1, -0.4], [-0.3, -0.2, 0.4], [-0.1, 0.0, 0.6], [0.0, 0.5, 0.5], [0.7, -0.8, -1.2], [-0.7, -0.1, 2.1], [-0.2, 0.4, -1.1], [1.6, -0.3, -0.2], [0.0, 0.0, 1.4], [0.9, 0.3, 1.0], [-0.4, 0.3, -1.1], [0.3, -0.2, 0.0], [-0.5, 0.1, 0.7], [-0.5, 0.0, -2.1], [-1.2, 0.0, 0.0], [-1.5, -0.1, 1.4], [-0.2, 0.8, 0.3], [-0.7, -2.2, 0.8], [0.0, 0.4, 0.8], [0.7, -0.4, -0.3], [-0.7, -0.2, -0.6], [1.0, -0.2, -0.1], [-0.2, -0.4, -0.2], [-0.3, 0.0, 0.7], [-0.4, -0.4, 1.7], [0.5, -0.1, -1.4], [-1.8, 2.1, -0.4], [1.3, -0.6, -1.7], [0.4, -0.5, -0.8], [0.4, -0.9, 0.3], [0.5, -0.2, 0.2], [0.6, -0.6, -0.3], [-0.1, 0.4, -1.2], [0.5, 0.9, 0.5], [0.5, 1.0, -0.8], [0.1, 0.5, -0.6], [0.0, -0.3, -0.5], [0.3, 0.1, -0.3], [-0.3, -0.4, 0.1], [-0.2, -0.1, 0.6], [-0.4, 0.9, -0.9], [0.3, 0.4, -0.2], [-0.1, 0.1, -0.3], [0.0, 0.2, 0.6], [0.2, 0.2, 1.0], [-0.5, -0.3, 0.0], [-0.6, 0.0, 0.7], [0.2, -0.3, 0.2], [0.3, 0.1, 0.2], [-0.1, 0.2, 0.4], [0.1, -0.2, 0.4], [0.4, 0.4, -0.1], [-0.2, -0.3, -0.3]], "max_force_ev_per_a": 2.9, "relative_energy_ev": 0.322}